No. 1
{"formula": "C20H19BrF9NO6S", "method": "ωB97M-V with the def2-TZVPD basis set", "total_charge": 0, "homo_ev": -9.42, "lumo_ev": -0.18, "total_energy_ha": -5150.7171, "smiles": "O=C1NC(=O)c2c(Br)cc(CCC(F)(F)C(F)(F)S(F)(F)(F)(F)F)cc21.O=C1CCCO1.O=C1CCCO1", "homo_lumo_gap_ev": 9.237, "symbols": ["O", "C", "N", "C", "O", "C", "C", "Br", "C", "C", "C", "C", "C", "F", "F", "C", "F", "F", "S", "F", "F", "F", "F", "F", "C", "C", "H", "H", "H", "H", "H", "H", "H", "O", "C", "C", "C", "C", "O", "H", "H", "H", "H", "H", "H", "O", "C", "C", "C", "C", "O", "H", "H", "H", "H", "H", "H"], "positions_angstrom": [[3.081426, -1.660753, 2.279939], [3.275593, -1.421214, 1.112175], [4.102552, -2.117300, 0.220436], [4.293374, -1.460394, -1.008553], [5.107146, -1.786119, -1.845342], [3.255642, -0.351214, -1.026664], [2.893642, 0.499842, -2.005978], [3.817091, 0.396529, -3.700753], [1.848903, 1.415956, -1.740227], [1.277758, 1.382840, -0.499824], [0.116241, 2.323952, -0.192471], [-1.143367, 1.627802, 0.363262], [-1.645936, 0.488641, -0.532597], [-1.449610, 0.927051, -1.815323], [-0.916114, -0.628994, -0.426529], [-3.176589, 0.225310, -0.448022], [-3.547691, -0.340495, -1.605770], [-3.878067, 1.344639, -0.371418], [-3.742720, -0.953734, 0.916822], [-5.107670, -1.174813, 0.121427], [-4.470943, 0.261135, 1.671972], [-2.480582, -0.686290, 1.840291], [-3.092647, -2.199291, 0.213815], [-4.307473, -1.921407, 2.036250], [1.673102, 0.516266, 0.504287], [2.667332, -0.350583, 0.231276], [4.915462, -2.545517, 0.647803], [1.465473, 2.129406, -2.451101], [-0.109050, 2.908142, -1.083369], [0.460647, 2.992885, 0.604869], [-1.908341, 2.406550, 0.434849], [-1.006614, 1.269709, 1.386252], [1.196026, 0.532051, 1.478224], [3.377751, 3.547627, -2.547429], [3.395331, 4.486648, -1.809272], [4.565401, 5.408173, -1.536559], [4.124564, 6.124588, -0.263695], [2.610116, 6.111356, -0.398796], [2.305293, 4.898318, -1.109962], [4.674488, 6.095405, -2.376737], [5.479667, 4.839729, -1.391654], [4.537068, 7.125676, -0.152989], [4.423731, 5.540080, 0.608038], [2.236787, 6.956959, -0.980585], [2.107133, 6.099669, 0.565889], [-3.179759, -8.352704, 0.667152], [-3.435816, -7.246649, 1.036686], [-4.759528, -6.521661, 0.884619], [-4.368557, -5.074983, 1.164031], [-3.190095, -5.238657, 2.109059], [-2.552875, -6.463003, 1.708076], [-5.459932, -6.907634, 1.626703], [-5.159631, -6.652408, -0.116795], [-5.174038, -4.473598, 1.581306], [-4.039007, -4.599002, 0.239828], [-3.502965, -5.335887, 3.151432], [-2.479124, -4.418630, 2.031647]], "forces_ev_per_a": [[0.301, 0.162, -0.757], [-0.633, 0.383, -0.758], [0.963, 0.086, 1.023], [0.075, 0.018, -0.948], [-0.717, 0.327, 1.030], [1.377, -1.740, 0.748], [-0.254, 1.017, -1.554], [-0.744, 0.314, 0.706], [0.717, -0.859, -0.475], [-1.502, 0.919, 0.512], [0.505, -0.471, 0.338], [-0.099, 0.104, 0.141], [0.639, 1.910, -0.185], [-0.366, -0.140, -0.189], [-0.341, -0.447, 0.327], [0.086, -0.905, -0.979], [0.159, -0.506, 0.051], [0.248, 0.493, 0.361], [-2.013, 0.697, 0.996], [0.279, -0.217, -0.206], [0.266, -0.131, 0.112], [0.394, -0.292, -0.498], [0.417, 0.230, -0.060], [0.246, -0.079, 0.014], [-0.312, 0.211, 0.811], [0.284, -0.486, 0.447], [-0.148, -0.488, -0.303], [0.263, -0.177, -0.276], [-0.112, 0.056, 0.174], [-0.147, 0.182, -0.238], [-0.114, -0.261, -0.109], [0.131, -0.131, -0.173], [0.023, -0.033, -0.037], [-0.094, 0.170, 0.054], [0.292, 0.089, -0.381], [-0.112, 0.097, 0.600], [0.184, 0.073, -0.013], [0.024, 0.186, 0.156], [0.035, -0.080, 0.029], [0.045, -0.090, -0.062], [0.007, -0.044, -0.291], [-0.077, 0.016, -0.017], [-0.027, 0.019, 0.003], [0.009, -0.027, -0.026], [-0.129, -0.130, -0.088], [0.257, 0.030, 0.010], [-0.308, -0.297, 0.049], [0.252, 0.533, -0.080], [-0.275, 0.033, -0.045], [-0.040, 0.196, 0.048], [-0.037, 0.006, -0.085], [-0.008, -0.093, -0.063], [-0.070, -0.270, 0.074], [0.052, 0.005, 0.058], [0.013, 0.001, 0.018], [-0.008, -0.023, -0.013], [0.147, -0.145, 0.017]], "lowdin_charge": [0.1183, -0.3667, 0.1757, -0.3741, 0.0791, -0.1420, -0.5265, 0.7988, -0.0452, -0.2109, -0.1127, -0.0660, -0.4521, 0.1133, 0.1425, -0.4501, 0.1274, 0.1485, 0.7864, -0.1316, -0.1477, -0.1234, -0.1123, -0.1234, 0.0327, -0.0806, 0.1652, 0.1175, 0.1186, 0.1265, 0.1309, 0.1207, 0.1401, 0.0983, -0.4624, -0.0673, -0.1541, -0.1528, 0.0164, 0.1339, 0.1284, 0.1168, 0.1193, 0.1277, 0.1240, 0.1257, -0.4863, -0.0719, -0.1703, -0.1571, 0.0298, 0.1312, 0.1254, 0.1121, 0.1087, 0.1293, 0.1184]}

No. 2
{"formula": "C20H19Cl2FI2N6OS2Sn", "method": "ωB97M-V with the def2-TZVPD basis set", "total_charge": 0, "homo_ev": -7.60, "lumo_ev": 0.31, "total_energy_ha": -3803.7513, "homo_lumo_gap_ev": 7.915, "symbols": ["Sn", "I", "C", "C", "C", "I", "C", "O", "C", "C", "N", "C", "C", "C", "C", "C", "C", "N", "C", "H", "H", "H", "H", "H", "H", "H", "H", "H", "H", "H", "N", "C", "N", "C", "C", "S", "C", "C", "S", "C", "N", "N", "H", "H", "H", "H", "H", "H", "F", "Cl", "C", "Cl", "H", "H"], "positions_angstrom": [[-0.533879, 0.445012, -0.486473], [1.270121, -5.978137, 3.664670], [0.586951, -4.145310, 2.948120], [0.650071, -3.018345, 3.747192], [0.232795, -1.797471, 3.243146], [0.298545, -0.167582, 4.536884], [-0.235730, -1.631727, 1.924986], [-0.550593, -0.442328, 1.464523], [-0.321065, -2.816568, 1.152037], [-0.836349, -2.763770, -0.255598], [0.011954, -1.928805, -1.127836], [1.407196, -2.371699, -1.220442], [2.245045, -1.833416, -0.083556], [3.014330, -2.662364, 0.723112], [3.722491, -2.098236, 1.769666], [3.643952, -0.728340, 1.970291], [2.866712, 0.020129, 1.101812], [2.186664, -0.516244, 0.091521], [0.083632, -4.038703, 1.663492], [1.021983, -3.083365, 4.760370], [-0.898724, -3.786161, -0.646436], [-1.833874, -2.327441, -0.293670], [-0.411353, -1.910802, -2.049441], [1.476772, -3.465653, -1.248584], [1.812970, -1.985718, -2.158055], [3.021691, -3.731428, 0.555239], [4.311589, -2.722093, 2.429653], [4.163756, -0.246573, 2.786772], [2.773877, 1.094371, 1.225434], [0.013681, -4.916458, 1.031999], [0.674596, 2.738712, 2.565024], [-0.127073, 3.565629, 1.829623], [-0.828490, 3.144158, 0.824513], [-1.504393, 4.185830, 0.220228], [-1.305883, 5.405475, 0.775206], [-0.227486, 5.272935, 2.117141], [-2.364959, 3.878773, -0.932718], [-3.184579, 4.745364, -1.573904], [-4.026276, 3.925590, -2.839860], [-3.207304, 2.457284, -2.399031], [-2.369192, 2.585351, -1.410950], [-3.407504, 1.284347, -3.051709], [0.411501, 1.761551, 2.520871], [0.933424, 3.043760, 3.488123], [-1.713244, 6.356658, 0.479273], [-3.352487, 5.789756, -1.375638], [-4.222733, 1.195579, -3.630573], [-3.102359, 0.465217, -2.525362], [-2.247067, -0.449962, -1.197337], [0.417699, 1.140493, -3.811744], [0.052674, 0.721157, -5.492949], [-1.065209, 1.868584, -6.238169], [-0.407682, -0.259230, -5.506593], [0.978813, 0.732237, -6.054294]], "forces_ev_per_a": [[0.312, 0.097, -0.154], [0.010, -0.044, 0.015], [-0.026, 0.057, -0.049], [0.012, 0.007, 0.038], [0.044, -0.088, -0.002], [-0.005, -0.007, 0.036], [0.086, -0.005, 0.008], [-0.264, -0.049, 0.011], [-0.006, 0.059, -0.038], [-0.054, -0.054, -0.021], [0.042, 0.079, 0.045], [0.000, -0.044, -0.055], [-0.009, -0.048, -0.005], [-0.015, 0.016, -0.009], [0.001, -0.002, 0.003], [-0.005, 0.004, 0.004], [0.015, 0.012, 0.015], [-0.004, -0.013, 0.043], [0.007, -0.008, 0.022], [-0.006, 0.004, 0.001], [0.047, -0.002, 0.007], [0.005, -0.005, 0.026], [-0.002, 0.015, 0.026], [0.004, 0.006, 0.004], [0.013, 0.003, 0.011], [0.004, -0.002, 0.005], [-0.002, 0.004, 0.003], [0.004, -0.004, 0.000], [-0.010, -0.006, -0.004], [0.007, -0.005, 0.008], [0.070, 0.055, -0.041], [0.030, -0.032, -0.050], [-0.160, -0.004, 0.041], [-0.030, -0.040, -0.070], [0.036, -0.007, 0.001], [-0.002, 0.025, -0.007], [0.072, -0.007, 0.036], [-0.008, -0.010, -0.012], [0.006, 0.037, -0.007], [0.080, -0.012, 0.072], [-0.129, 0.031, 0.057], [0.070, -0.051, -0.045], [-0.019, -0.012, -0.001], [-0.025, 0.002, 0.007], [0.001, 0.004, 0.002], [-0.006, 0.002, -0.004], [-0.019, -0.007, 0.029], [-0.026, 0.027, 0.013], [-0.112, 0.031, 0.016], [-0.001, -0.050, -0.031], [-0.026, 0.031, 0.007], [0.005, 0.000, -0.007], [-0.009, 0.007, 0.005], [-0.001, 0.006, -0.002]], "lowdin_charge": [1.2736, 0.8435, -0.7598, -0.2464, -0.6251, 0.9825, -0.4276, -0.3393, -0.1614, -0.1572, -0.1414, -0.1335, -0.2861, -0.0214, -0.0506, -0.0582, -0.1327, 0.0639, -0.1317, 0.0755, 0.1236, 0.1066, 0.1035, 0.1244, 0.1265, 0.1169, 0.1131, 0.1055, 0.1058, 0.1008, 0.0747, -0.7025, 0.0348, -0.3365, -0.3617, 1.0353, -0.3427, -0.3649, 1.0278, -0.7049, 0.0307, 0.0941, -0.0234, 0.0745, 0.0691, 0.0676, 0.0892, 0.0543, -0.5283, 0.4841, -1.0157, 0.5065, 0.0220, 0.0224]}